14
Properties=species:S:1:pos:R:3:lowdin_charge:R:1 method="wB97M-V/def2-TZVPD" total_energy_ev=-5782.80863 largest_force_ha_per_bohr=0.060 gap_ev=10.6 total_charge=0 smiles=CC1(C)CN1 mol_weight_g_mol=71.12 e_above_lowest_ev=1.003 homo_energy_ev=-9.5
C -1.1323 -1.0498 0.0295 -0.040
C 0.0107 -0.0657 -0.0166 -0.626
C -0.4260 1.3526 0.0318 -0.041
C 1.3438 -0.3534 -0.5386 -0.120
N 1.0524 -0.4650 0.9011 0.040
H -0.7066 -2.0692 0.1059 0.085
H -1.8229 -0.9310 0.9128 0.102
H -1.6446 -0.9866 -0.9091 0.065
H -0.9134 1.5124 0.9659 0.077
H 0.4269 2.0556 -0.0849 0.097
H -1.0482 1.5224 -0.7853 0.061
H 1.4391 -1.3190 -1.0751 0.113
H 1.9468 0.4236 -0.8908 0.084
H 1.4744 0.3731 1.3534 0.104

14
Properties=species:S:1:pos:R:3:lowdin_charge:R:1 method="wB97M-V/def2-TZVPD" total_energy_ev=-5781.75895 largest_force_ha_per_bohr=0.070 gap_ev=10.2 total_charge=0 smiles=CNC1CC1 mol_weight_g_mol=71.12 e_above_lowest_ev=2.053 homo_energy_ev=-9.0
C 1.8597 0.1564 -0.0278 -0.204
N 0.9040 -0.9318 0.0391 -0.106
C -0.3624 -0.3340 0.5264 -0.349
C -1.7728 -0.5826 -0.1101 -0.075
C -1.0700 0.8163 -0.1160 -0.126
H 2.0488 0.7870 1.0169 0.127
H 2.8823 -0.2887 -0.2435 0.074
H 1.6111 0.9792 -0.8512 0.095
H 0.8572 -1.1777 -0.9519 0.101
H -0.1881 -0.1810 1.5537 0.110
H -2.6335 -0.7719 0.5631 0.086
H -1.9313 -1.1644 -1.0407 0.093
H -0.7622 1.2682 -1.0368 0.086
H -1.4426 1.4249 0.6790 0.086

14
Properties=species:S:1:pos:R:3:lowdin_charge:R:1 method="wB97M-V/def2-TZVPD" total_energy_ev=-5775.04591 largest_force_ha_per_bohr=0.049 gap_ev=3.2 total_charge=0 mol_weight_g_mol=71.12 e_above_lowest_ev=8.766 homo_energy_ev=-6.6
N -0.5481 -1.1772 -2.5005 0.006
C -0.5427 0.0251 -1.7880 -0.294
C 1.1017 -0.5884 1.6818 -0.108
C -0.1162 0.3462 1.5742 -0.282
C 0.1293 1.6420 1.5561 0.115
H -1.5369 0.5235 -1.7615 0.099
H -0.7101 -1.0472 -3.4993 0.012
H -0.4781 -0.2082 -0.7203 0.013
H 0.3050 0.6915 -2.0275 0.088
H 1.2426 -0.9663 2.6916 0.073
H 1.9617 0.0353 1.4248 0.065
H 1.0700 -1.3875 0.9449 0.072
H -1.0379 -0.2256 1.4627 0.106
H -0.4783 2.2779 0.8869 0.036

14
Properties=species:S:1:pos:R:3:lowdin_spin:R:1 method="wB97M-V/def2-TZVPD" s2=0.755 total_energy_ev=-5774.44742 largest_force_ha_per_bohr=0.023 gap_ev="10.8 / 6.7" total_charge=+1 mol_weight_g_mol=71.12 spin_multiplicity=2 e_above_lowest_ev=1.990 homo_energy_ev="-15.2 / -14.8"
N 1.7710 -0.8105 0.1317 0.241
C 0.8960 -0.4112 1.2048 0.034
C -1.8498 0.8468 -1.2152 0.063
C -0.6041 0.6903 -0.4854 0.271
C -0.3993 -0.2706 0.5046 0.305
H 2.6521 -0.2987 0.1401 0.009
H 2.0496 -1.7882 0.1495 0.007
H 1.2437 0.5288 1.6465 0.007
H 0.8531 -1.1295 2.0143 0.010
H -2.5743 0.0505 -1.0271 0.001
H -2.4902 1.7219 -1.0137 0.022
H -1.5692 0.9367 -2.2667 0.018
H 0.2406 1.2830 -0.7927 0.004
H -1.2380 -0.8575 0.8819 0.010

15
Properties=species:S:1:pos:R:3:lowdin_charge:R:1 method="wB97M-V/def2-TZVPD" total_energy_ev=-7264.82596 largest_force_ha_per_bohr=0.094 gap_ev=10.9 total_charge=+1 smiles="CN1C=[N+](C)C1" mol_weight_g_mol=85.13 e_above_lowest_ev=3.316 homo_energy_ev=-14.5
C -2.5216 -0.0781 -0.0500 -0.012
N -1.0874 0.2931 -0.1393 -0.002
C -0.0583 0.7185 0.5717 -0.119
N 0.9840 0.0901 0.1159 -0.112
C 2.4430 0.2804 0.2488 0.024
C 0.2044 -0.8155 -0.8015 0.172
H -2.7567 -0.3054 -1.1088 0.107
H -2.7053 -0.9578 0.6054 0.106
H -3.0195 0.7701 0.3379 0.078
H -0.0472 1.5346 1.3893 0.197
H 2.7142 -0.5889 0.7966 0.084
H 2.5640 1.1795 0.8612 0.108
H 3.0883 0.2499 -0.6221 0.104
H -0.0157 -1.7772 -0.3313 0.133
H 0.2139 -0.5930 -1.8739 0.134

15
Properties=species:S:1:pos:R:3:lowdin_charge:R:1 method="wB97M-V/def2-TZVPD" total_energy_ev=-7263.77806 largest_force_ha_per_bohr=0.077 gap_ev=10.1 total_charge=+1 smiles=C1N[C@@H]1[C@H]1C[NH2+]1 mol_weight_g_mol=85.13 e_above_lowest_ev=4.364 homo_energy_ev=-13.6
C 1.8160 0.7753 -0.0706 -0.115
N 2.1107 -0.5878 -0.0706 -0.019
C 0.8862 -0.3863 0.4481 -0.217
C -0.5669 -0.3427 -0.4511 -0.115
C -1.8747 -0.7255 0.1297 -0.062
N -1.5039 0.6470 0.1252 0.097
H 1.4358 1.3583 -0.9373 0.111
H 2.4846 1.4164 0.5265 0.112
H 2.4532 -1.0995 -0.8737 0.144
H 0.7558 -0.8102 1.5318 0.172
H -0.4000 -0.2685 -1.5729 0.176
H -2.6527 -1.1533 -0.5331 0.155
H -1.7222 -1.2874 1.0586 0.142
H -2.0224 1.3960 -0.3694 0.203
H -1.1994 1.0683 1.0586 0.216

15
Properties=species:S:1:pos:R:3:lowdin_charge:R:1 method="wB97M-V/def2-TZVPD" total_energy_ev=-7263.74229 largest_force_ha_per_bohr=0.072 gap_ev=9.0 total_charge=+1 smiles="[H]/N=C/C=[N+](C)C" mol_weight_g_mol=85.13 e_above_lowest_ev=4.399 homo_energy_ev=-14.4
H -3.9671 -1.3371 -0.4760 0.152
N -3.1088 -0.6392 -0.5444 0.120
C -1.9533 -0.7265 -0.0030 -0.188
C -0.7288 0.1867 -0.1446 0.018
N 0.5297 0.0367 0.0144 -0.109
C 1.3123 1.1780 0.5536 -0.018
C 1.6460 -1.1091 -0.2297 0.106
H -1.4459 -1.6132 0.7074 0.172
H -0.8542 1.2165 0.2423 0.137
H 0.5773 1.9621 0.6526 0.082
H 1.9389 1.5124 -0.2806 0.119
H 1.8639 1.0360 1.5341 0.144
H 1.2906 -2.0843 -0.0834 0.076
H 2.4437 -0.7747 0.4401 0.088
H 1.9986 -0.8324 -1.2099 0.101

15
Properties=species:S:1:pos:R:3:lowdin_charge:R:1 method="wB97M-V/def2-TZVPD" total_energy_ev=-7262.56565 largest_force_ha_per_bohr=0.089 gap_ev="6.2 / 10.7" total_charge=+1 mol_weight_g_mol=85.13 e_above_lowest_ev=5.576 homo_energy_ev="-12.7 / -15.0"
C -0.4255 -0.5764 0.3256 0.008
C 0.0667 1.8556 1.6227 0.148
C 1.2026 1.0094 1.2600 -0.225
C -0.7984 -1.5593 -1.9822 0.044
N 0.6984 0.1106 0.2431 0.028
N -1.1007 -1.2176 -0.5552 0.019
H 0.0696 2.3234 2.6338 0.097
H -0.6912 2.0915 0.9378 0.054
H 2.0280 1.6718 1.0193 0.145
H 1.7841 0.4326 1.9107 0.119
H -0.6892 -2.5914 -1.9464 0.078
H -1.5744 -1.2970 -2.5951 0.064
H 0.1374 -0.9069 -2.2215 0.134
H 1.2153 0.1689 -0.5916 0.134
H -1.9227 -1.5152 -0.0608 0.155

15
Properties=species:S:1:pos:R:3:lowdin_charge:R:1 method="wB97M-V/def2-TZVPD" total_energy_ev=-7265.24908 largest_force_ha_per_bohr=0.106 gap_ev=8.5 total_charge=+1 mol_weight_g_mol=85.13 e_above_lowest_ev=2.893 homo_energy_ev=-14.0
C 1.2602 -1.6093 -1.2593 -0.036
N 1.1135 -0.6627 -0.2011 0.050
C 0.1146 0.0256 0.2003 -0.311
C -1.1845 0.1805 -0.7235 -0.017
C 0.2645 0.7735 1.4161 -0.039
N -0.5892 1.5148 1.9296 0.251
H 2.0435 -1.1605 -1.7880 0.088
H 1.6620 -2.4562 -0.8041 0.092
H 0.3446 -1.4796 -1.9116 0.100
H -2.0906 0.0981 0.0350 0.108
H -1.3017 -0.6650 -1.4673 0.075
H -1.0593 1.1460 -1.3253 0.112
H 1.3705 0.6629 1.7118 0.193
H -0.3961 2.0665 2.7240 0.145
H -1.5521 1.5654 1.4635 0.188

15
Properties=species:S:1:pos:R:3:lowdin_charge:R:1 method="wB97M-V/def2-TZVPD" total_energy_ev=-7259.06212 largest_force_ha_per_bohr=0.091 gap_ev="7.5 / 6.0" total_charge=+1 mol_weight_g_mol=85.13 e_above_lowest_ev=9.080 homo_energy_ev="-13.9 / -12.4"
C 0.1973 -1.7316 0.1035 -0.273
C -0.6941 -0.8863 0.7714 0.100
C 2.4602 -0.7289 -0.9186 0.036
C -2.0157 1.7544 0.4368 0.049
N 1.4594 -2.1419 0.8855 0.383
N 1.5661 -1.5135 -0.1980 -0.056
H -0.4324 -2.4838 -0.4846 0.179
H -0.2015 -0.1328 1.4454 0.093
H -2.2094 1.2248 -0.5514 0.011
H -1.7081 -1.0830 0.9131 0.061
H 3.3900 -1.1780 -1.1133 0.108
H 2.5387 0.2953 -0.6342 0.120
H 2.0721 -0.4313 -1.9031 0.130
H -1.5039 2.7966 0.3098 0.032
H -2.3581 1.4823 1.4932 0.028

15
Properties=species:S:1:pos:R:3:lowdin_charge:R:1 method="wB97M-V/def2-TZVPD" total_energy_ev=-7263.41254 largest_force_ha_per_bohr=0.145 gap_ev=9.7 total_charge=+1 mol_weight_g_mol=85.13 e_above_lowest_ev=4.729 homo_energy_ev=-15.1
C 0.1331 -1.4680 -1.0715 0.252
C -0.6856 -0.1870 0.5065 -0.314
C -1.0419 1.3174 0.4671 -0.029
C 1.8283 0.0398 -0.1464 -0.003
N 0.5412 -0.5111 -0.3424 -0.125
N -1.5137 -1.0396 -0.3571 0.139
H 0.1757 -1.8643 -2.0877 0.155
H -0.3989 -0.4963 1.5745 0.188
H -1.3107 1.6533 1.4821 0.084
H -1.9459 1.5878 -0.1889 0.118
H -0.2823 2.0775 0.1563 0.094
H 2.1946 0.6344 -0.9792 0.114
H 1.6464 0.7150 0.6898 0.099
H 2.6519 -0.7014 0.1774 0.153
H -1.9923 -1.7575 0.1196 0.074

15
Properties=species:S:1:pos:R:3:lowdin_charge:R:1 method="wB97M-V/def2-TZVPD" total_energy_ev=-7262.30851 largest_force_ha_per_bohr=0.069 gap_ev=8.6 total_charge=+1 mol_weight_g_mol=85.13 e_above_lowest_ev=5.833 homo_energy_ev=-14.4
C -0.2615 -1.5042 -0.5668 0.027
C -0.8928 -0.0631 -0.7083 -0.224
C 0.4952 -0.0319 0.0466 -0.253
C 1.6430 0.8295 -0.2255 -0.013
N 0.6028 -1.4006 0.3992 0.238
N -2.0192 0.0897 0.0789 0.084
H -0.5245 -2.3198 -1.2307 0.155
H -0.8731 0.3860 -1.7306 0.174
H 0.3158 0.9110 1.6955 0.067
H 1.2587 1.7473 -0.4872 0.076
H 2.2089 0.3933 -1.0492 0.127
H 2.4283 0.7083 0.6046 0.154
H 0.3501 0.7658 2.5242 0.165
H -1.8610 -0.2745 1.0165 0.106
H -2.8707 -0.2367 -0.3672 0.116

15
Properties=species:S:1:pos:R:3:lowdin_charge:R:1 method="wB97M-V/def2-TZVPD" total_energy_ev=-7263.26281 largest_force_ha_per_bohr=0.091 gap_ev=10.5 total_charge=+1 mol_weight_g_mol=85.13 e_above_lowest_ev=4.879 homo_energy_ev=-14.1
C -1.9929 0.9783 -0.1194 -0.032
C -0.8742 0.1040 -0.2070 -0.305
C -1.0621 -1.7792 0.0450 0.060
C 0.5141 0.5324 -0.6885 -0.121
N -1.3293 1.0071 0.9634 0.156
N 1.1704 1.2529 0.4029 0.175
H -3.0328 1.0441 -0.3774 0.135
H -1.8494 -1.7280 0.8662 0.080
H -0.0151 -1.9688 0.3961 0.045
H -1.1013 -2.4834 -0.7825 0.048
H 0.4674 1.3194 -1.5341 0.171
H 1.0746 -0.3342 -0.8866 0.106
H 1.6412 2.1245 0.1186 0.193
H 1.7037 0.6108 0.9889 0.181
H 0.4694 1.3353 1.1289 0.108

15
Properties=species:S:1:pos:R:3:lowdin_charge:R:1 method="wB97M-V/def2-TZVPD" total_energy_ev=-7263.53614 largest_force_ha_per_bohr=0.122 gap_ev=9.5 total_charge=+1 smiles="C=CN=[N+](C)C" mol_weight_g_mol=85.13 e_above_lowest_ev=4.606 homo_energy_ev=-15.2
C 0.6858 1.5539 -1.9893 0.073
C 0.2211 0.3039 -1.8285 -0.062
N -0.2455 -0.7430 -0.7389 0.189
N -0.1539 -0.5278 0.4375 -0.193
C -0.9593 -1.5064 1.1748 0.031
C 0.4946 0.4212 1.2917 0.053
H 0.7612 1.7692 -3.0373 0.073
H 0.8872 2.3635 -1.3257 0.065
H -0.0730 -0.1250 -2.8386 0.119
H -1.5540 -1.0174 1.8702 0.090
H -1.4851 -2.0860 0.4237 0.115
H -0.4423 -2.2467 1.7610 0.114
H 1.2582 1.0319 0.8878 0.101
H -0.2404 0.9822 1.7776 0.106
H 0.8454 -0.1734 2.1339 0.126

15
Properties=species:S:1:pos:R:3:lowdin_charge:R:1 method="wB97M-V/def2-TZVPD" total_energy_ev=-7264.71848 largest_force_ha_per_bohr=0.127 gap_ev=10.8 total_charge=+1 mol_weight_g_mol=85.13 e_above_lowest_ev=3.423 homo_energy_ev=-14.7
C -1.8154 -0.6892 -0.0133 -0.036
N -1.5617 0.7440 0.1230 0.053
C -0.3240 1.1935 -0.0561 0.022
N 0.7854 0.3728 -0.1856 -0.045
C 2.1602 0.4718 0.1266 -0.016
C 1.4269 -0.8523 0.0142 -0.048
H -2.1538 -0.9595 -1.0044 0.105
H -1.0890 -1.4078 0.1665 0.061
H -2.7408 -1.0553 0.3981 0.101
H -2.4326 1.2100 -0.0401 0.160
H -0.2938 2.3147 -0.0365 0.183
H 2.5321 0.8176 1.1892 0.182
H 2.7350 0.7391 -0.6254 0.066
H 1.4109 -1.3876 -0.8576 0.105
H 1.3604 -1.5118 0.8016 0.107

15
Properties=species:S:1:pos:R:3:lowdin_charge:R:1 method="wB97M-V/def2-TZVPD" total_energy_ev=-7262.80586 largest_force_ha_per_bohr=0.087 gap_ev="8.7 / 8.7" total_charge=+1 mol_weight_g_mol=85.13 e_above_lowest_ev=5.336 homo_energy_ev="-12.5 / -12.5"
C -0.0703 2.0615 -0.2383 -0.012
C 0.4141 -2.0388 -0.9863 -0.057
C -0.6801 -2.2222 -0.0002 -0.025
C 0.9315 -0.2507 0.6978 0.134
N -0.4188 2.9778 0.5594 0.052
N 0.3692 -1.2888 0.1936 -0.128
H 0.1911 2.2710 -1.2796 0.041
H 1.1517 -2.8257 -1.0663 0.135
H 0.2057 -1.4118 -1.8640 0.143
H -1.6609 -1.6797 -0.1250 0.152
H -0.6274 -3.1773 0.6099 0.157
H 1.8296 -0.0203 0.2977 0.073
H 0.5120 0.2955 1.5926 0.120
H -0.8235 3.9103 0.4211 0.141
H -0.6590 2.5740 1.4186 0.073

15
Properties=species:S:1:pos:R:3:lowdin_charge:R:1 method="wB97M-V/def2-TZVPD" total_energy_ev=-7262.63853 largest_force_ha_per_bohr=0.109 gap_ev=10.3 total_charge=+1 mol_weight_g_mol=85.13 e_above_lowest_ev=5.503 homo_energy_ev=-14.7
C -2.7814 -0.0705 0.5108 -0.004
C -2.5505 -0.8358 1.3804 0.042
C 0.2156 -1.2036 0.0719 0.175
C 1.8533 0.4814 -0.3330 -0.039
N -0.3158 0.9580 -0.6332 0.140
N 0.5753 -0.0250 -0.3162 -0.268
H -3.1925 0.4974 -0.2749 0.063
H -0.8810 -1.3785 0.0851 0.074
H 1.0262 -1.9100 0.3776 0.144
H -2.6720 -1.5560 2.1803 0.076
H 2.2853 0.6031 -1.3591 0.135
H 1.8239 1.6161 -0.1702 0.130
H 2.5737 -0.0496 0.3642 0.143
H 0.0745 1.9122 -0.8168 0.161
H -1.2457 0.6882 -0.3764 0.027

15
Properties=species:S:1:pos:R:3:lowdin_charge:R:1 method="wB97M-V/def2-TZVPD" total_energy_ev=-7259.14235 largest_force_ha_per_bohr=0.098 gap_ev=5.0 total_charge=+1 mol_weight_g_mol=85.13 e_above_lowest_ev=8.999 homo_energy_ev=-11.9
C 2.5420 0.5814 0.3000 -0.223
C 1.0068 0.4674 0.5915 -0.065
C -2.5259 -1.1907 -0.2750 -0.050
C -1.8067 -0.2321 0.3957 0.224
N 1.7384 1.7812 0.3171 -0.006
N 1.7099 -0.0319 -0.6903 0.046
H 3.5310 0.4779 0.6039 0.126
H -1.9280 -2.0247 -0.3706 0.078
H -2.8249 -0.7351 -1.2379 0.151
H -3.5310 -1.4237 0.1443 0.172
H -0.8675 -0.2732 0.9028 0.004
H -2.1968 0.8528 0.4955 0.157
H 1.9222 2.3588 1.1311 0.092
H 1.4450 0.3833 -1.6235 0.183
H 1.7857 -0.9914 -0.6845 0.112

15
Properties=species:S:1:pos:R:3:lowdin_charge:R:1 method="wB97M-V/def2-TZVPD" total_energy_ev=-7262.31973 largest_force_ha_per_bohr=0.082 gap_ev=8.9 total_charge=+1 mol_weight_g_mol=85.13 e_above_lowest_ev=5.822 homo_energy_ev=-12.8
C 0.0066 0.9273 -0.5057 -0.134
C -0.8970 -2.0576 0.7042 -0.037
C -0.2054 -0.8873 1.3521 -0.029
C 1.3414 1.3421 -0.9239 -0.099
N -1.1038 1.4777 -0.9476 0.117
N 0.4826 -1.8773 1.0797 0.086
H -1.3478 -2.8508 1.3126 0.116
H -1.3013 -2.1407 -0.2992 0.109
H -0.5808 -0.2675 2.1546 0.140
H 2.1047 0.6597 -0.6804 0.049
H 1.6804 2.2578 -0.2821 0.140
H 1.4395 2.0102 -1.8046 0.095
H -1.0833 2.2495 -1.6536 0.145
H 1.4881 -2.1151 1.1226 0.199
H -2.0239 1.2720 -0.6286 0.102

16
Properties=species:S:1:pos:R:3:lowdin_charge:R:1 method="wB97M-V/def2-TZVPD" total_energy_ev=-9309.11139 largest_force_ha_per_bohr=0.235 gap_ev=8.6 total_charge=+1 mol_weight_g_mol=101.13 e_above_lowest_ev=6.904 homo_energy_ev=-14.4
C -1.2188 0.0747 -0.0901 -0.124
C -1.0818 -1.4507 -0.2790 -0.114
C 0.1159 0.4179 -0.4039 -0.291
C 0.8907 1.2815 0.5651 -0.388
N 0.2357 -1.7702 0.1838 0.110
N 0.9595 -0.8356 -0.1918 0.228
O 2.1018 1.1276 0.2623 -0.071
H -2.0356 0.3495 -0.7960 0.161
H -1.4034 0.3200 0.9286 0.123
H -2.0307 -1.9427 0.0683 0.154
H -0.9639 -1.5815 -1.4499 0.182
H 0.1499 0.9660 -1.3018 0.159
H 0.7148 1.0250 1.6749 0.171
H 0.4767 2.2474 0.1292 0.165
H 2.5091 2.2385 -0.1514 0.321
H 0.5803 -2.4675 0.8516 0.214